1.
Below is a cluster of 2 separate species, C3H3ClFO2 in total, with properties calculated with ωB97M-V with the def2-TZVPD basis set.

Its energy relative to the best compared isomer or geometry (same formula, charge and spin) is 3.5425 eV. Its spin multiplicity is 1. Its net charge is -1. Its HOMO-LUMO gap (alpha / beta) is 8.3 / 7.1 eV. The energy is -22492.3624 eV.

Element x y z (Å)
C1 1.562 -1.006 -1.230
C2 -2.332 0.541 0.934
C3 1.104 -0.083 -0.073
O1 1.820 -0.302 -2.225
O2 1.652 -2.191 -0.974
F1 1.512 -0.385 1.202
Cl1 1.463 1.657 -0.403
H1 -1.746 -0.385 0.732
H2 -2.497 1.166 0.059
H3 -2.538 0.989 1.978

Results of the Löwdin charge analysis, in e, for atoms 1 through 4:
1 C -0.819
2 C 0.040
3 C -0.510
4 O -0.114

=====

2.
Below is an isolated molecule of C3H3ClN2, with properties calculated with ωB97M-V with the def2-TZVPD basis set.

Its energy relative to the best compared isomer or geometry (same formula, charge and spin) is 4.5188 eV. Its spin multiplicity is 1. Its HOMO-LUMO gap is 7.1 eV. The energy is -18657.4696 eV.

Element x y z (Å)
C1 1.185 -0.502 -0.361
C2 -1.045 -0.015 -0.625
C3 1.254 -0.025 0.867
N1 0.076 -0.501 -1.128
N2 -1.132 0.654 0.467
Cl1 1.520 0.006 2.467
H1 2.019 -0.794 -1.089
H2 -1.922 -0.059 -1.194
H3 -1.956 1.236 0.596

Results of the Löwdin charge analysis, in e, for atoms 1 through 4:
1 C -0.277
2 C -0.384
3 C -0.485
4 N -0.012

=====

3.
Below is a structure of composition C3H3ClN2O2, with properties calculated with ωB97M-V with the def2-TZVPD basis set.

Its energy relative to the best compared isomer or geometry (same formula, charge and spin) is 4.6850 eV. Its spin multiplicity is 1. Its HOMO-LUMO gap is 8.3 eV. The energy is -22752.6066 eV.

Element x y z (Å)
C1 -0.397 -0.760 -0.068
C2 1.616 -0.078 -0.204
C3 0.873 1.064 -0.182
H1 -1.347 -2.494 0.128
H2 0.914 2.192 -0.581
H3 -2.302 0.863 0.909
N1 0.881 -1.221 0.070
N2 -0.468 0.588 -0.095
O1 -1.662 -1.521 -0.131
O2 -1.487 1.478 0.100
Cl1 3.378 -0.110 0.054

Results of the Löwdin charge analysis, in e, for atoms 1 through 4:
1 C -0.328
2 C -0.734
3 C -0.070
4 H 0.167